(1)
The following is a quantum chemistry calculation of a structure of composition C32H26N5O2PdS at a distorted geometry, from OMol25.

```
67
Properties=species:S:1:pos:R:3:mulliken_spin:R:1
Pd -0.439 0.546 0.092 1.3354
C -3.332 -2.110 -1.112 -0.0153
C -2.745 -0.877 -1.332 0.0679
N -2.531 -0.026 -0.309 0.0755
C -2.807 -0.426 0.939 0.0842
C -3.191 -1.719 1.265 -0.0761
C -3.533 -2.545 0.187 0.0826
C -3.112 -2.096 2.649 0.3604
C -2.099 -1.663 3.498 -0.1058
C -0.852 -1.060 3.242 0.3226
C -0.009 -0.667 4.340 0.0007
C 1.217 -0.145 4.132 0.1275
N 1.775 -0.011 2.860 0.1210
C 0.971 -0.421 1.923 -0.0331
N -0.296 -0.862 1.963 0.1863
H -3.575 -2.746 -1.957 0.0008
H -2.478 -0.526 -2.319 0.0174
H -2.701 0.312 1.723 0.0337
H -3.902 -3.548 0.382 0.0089
H -3.875 -2.756 3.045 0.0210
H -2.231 -1.894 4.550 -0.0028
H -0.380 -0.797 5.350 0.0018
H 1.835 0.182 4.960 0.0092
H 1.428 -0.416 0.915 -0.0008
S -0.773 2.751 -0.839 0.9238
C 4.351 -1.051 -1.515 0.0005
O 3.150 -1.306 -2.252 -0.0003
C 2.263 -2.172 -1.722 -0.0022
C 2.362 -2.716 -0.445 0.0040
C 1.401 -3.610 0.008 -0.0048
C 0.342 -3.985 -0.806 0.0071
C 0.240 -3.428 -2.069 0.0018
C 1.172 -2.510 -2.512 -0.0025
N 1.009 -1.964 -3.833 0.0007
C 1.268 -0.787 -4.323 0.0000
C 1.602 0.425 -3.698 0.0031
C 2.291 1.369 -4.512 0.0212
C 2.810 2.510 -3.992 -0.0026
C 2.661 2.742 -2.608 0.0085
C 1.949 1.889 -1.805 0.0208
C 1.321 0.731 -2.337 -0.0045
O 0.526 -0.033 -1.668 0.1842
H 4.971 -0.431 -2.153 0.0001
H 4.869 -1.981 -1.290 0.0000
H 4.133 -0.515 -0.590 0.0001
H 3.189 -2.444 0.196 -0.0014
H 1.488 -4.019 1.007 -0.0023
H -0.398 -4.694 -0.461 0.0025
H -0.587 -3.695 -2.722 -0.0021
H 0.705 -2.642 -4.518 0.0000
H 1.258 -0.782 -5.412 0.0000
H 2.441 1.140 -5.564 0.0013
H 3.355 3.203 -4.617 0.0003
H 3.118 3.620 -2.164 0.0003
H 1.873 2.067 -0.743 0.0041
N -3.216 5.086 5.409 0.0495
C -2.791 4.738 4.399 -0.0145
C -2.254 4.300 3.125 0.1106
C -1.110 3.503 3.098 -0.0361
C -0.619 3.056 1.892 0.0854
C -1.272 3.404 0.691 -0.0157
C -2.389 4.254 0.726 0.0958
C -2.886 4.683 1.941 -0.0526
H -0.614 3.235 4.022 -0.0028
H 0.288 2.472 1.885 -0.0035
H -2.877 4.541 -0.197 0.0009
H -3.759 5.320 1.981 -0.0015
```

Summary:
multiplicity = 5
energy above the lowest of the compared OMol25 structures with the same formula, charge and spin = 0.0160 eV
charge = +1
⟨S²⟩ = 6.06
gap between HOMO and LUMO (alpha / beta) = 4.42 / 4.53 eV
E_HOMO (alpha / beta) = -0.2929 / -0.3868 Eh
max |F| = 1.1 eV Å⁻¹
E_LUMO (alpha / beta) = -3.6 / -6.0 eV



(2)
The following is a quantum chemistry calculation of a structure of composition C30H34GaN2O5S2Si at a distorted geometry, from OMol25.

```
75
Properties=species:S:1:pos:R:3:mulliken_charge:R:1
Ga 0.845 9.865 17.211 0.4703
O 3.812 14.678 18.543 -0.4451
C 4.035 13.891 19.632 0.5776
O 3.427 13.993 20.659 -0.5525
C 4.974 12.757 19.178 -0.5621
O 4.073 11.757 18.769 -0.0278
C 4.619 10.606 18.111 -0.9137
C 3.406 9.687 17.782 0.7534
O 3.198 8.687 18.425 -0.6080
O 2.678 10.180 16.777 -0.3422
H 3.598 15.603 18.776 0.3533
H 5.661 13.088 18.394 0.3601
H 5.587 12.380 20.059 0.3192
H 5.246 10.751 17.210 0.3867
H 5.275 10.069 18.782 0.4613
S 0.069 8.368 18.769 -0.2880
C 0.430 6.972 17.830 0.8502
N 0.579 5.759 18.382 0.3857
C 1.443 4.822 17.630 -0.8903
C 0.802 4.719 16.231 -0.6456
N 1.081 6.013 15.672 0.5952
C 1.464 6.135 14.256 -1.7997
C 2.943 6.470 14.220 0.8292
C 3.774 5.744 13.411 -0.5295
C 5.138 6.100 13.244 -0.7933
C 5.647 7.145 14.043 -0.4580
C 4.824 7.915 14.832 -0.5159
C 3.481 7.561 14.936 0.3831
C 0.530 7.120 16.385 -0.4790
S -0.087 8.461 15.415 -0.2699
C 0.133 5.341 19.730 -1.5692
C -1.185 4.601 19.740 0.8076
C -2.323 4.918 19.030 -0.0394
C -3.331 3.991 18.892 -0.5832
C -3.330 2.817 19.651 -0.3175
C -2.319 2.566 20.545 -0.7155
C -1.234 3.459 20.543 -0.3600
H 1.524 3.886 18.110 0.6194
H 2.447 5.289 17.502 0.3291
H -0.251 4.442 16.285 0.3541
H 1.275 3.875 15.617 0.4328
H 0.882 6.859 13.714 0.5370
H 1.241 5.140 13.835 0.4674
H 3.481 4.856 12.787 0.2534
H 5.774 5.726 12.487 0.4303
H 6.720 7.344 14.071 0.3780
H 5.205 8.773 15.411 0.2872
H 2.787 8.217 15.382 0.4117
H 0.078 6.265 20.309 0.4484
H 0.925 4.693 20.147 0.4785
H -2.321 5.838 18.464 0.4955
H -4.164 4.228 18.172 0.3242
H -4.267 2.180 19.651 0.3041
H -2.330 1.664 21.165 0.3857
H -0.364 3.214 21.208 0.2443
C 0.685 13.635 17.268 -0.8859
Si -0.327 12.084 17.614 0.3752
C -1.961 12.504 16.785 -1.1450
C -0.516 12.205 19.487 0.5938
C -1.545 11.514 20.119 -0.5241
C -1.499 11.344 21.521 -0.6033
C -0.456 11.973 22.242 -0.6130
C 0.479 12.746 21.571 -0.3753
C 0.377 12.982 20.192 -0.2878
H 0.249 14.456 17.857 0.3818
H 0.706 13.938 16.226 0.4300
H 1.709 13.451 17.654 -0.0597
H -1.795 12.650 15.739 0.3795
H -2.455 13.398 17.204 0.3091
H -2.584 11.586 16.899 0.2781
H -2.326 11.017 19.577 0.4076
H -2.264 10.786 22.034 0.4353
H -0.511 12.147 23.331 0.3393
H 1.332 13.194 22.117 0.3784
H 0.907 13.827 19.681 0.1770
```

Summary:
multiplicity = 1
energy above the lowest of the compared OMol25 structures with the same formula, charge and spin = 1.3220 eV
charge = +1
gap between HOMO and LUMO = 4.96 eV
E_HOMO = -0.3885 Eh
max |F| = 5.5 eV Å⁻¹
E_LUMO = -5.6 eV



(3)
The following is a quantum chemistry calculation of a structure of composition C20H31Cl3IrO3SSi2 at a distorted geometry, from OMol25.

```
61
Properties=species:S:1:pos:R:3:mulliken_spin:R:1
Ir 0.639 -0.333 -0.739 2.0144
C 4.173 -0.846 -0.249 0.0251
Si 2.778 0.213 0.380 0.2069
C 3.396 1.972 0.212 0.0008
C 2.613 -0.037 2.231 0.0103
C 3.696 0.126 3.113 -0.0113
C 3.529 -0.024 4.484 0.0001
C 2.270 -0.334 4.995 -0.0005
C 1.195 -0.497 4.129 -0.0020
C 1.355 -0.356 2.740 0.0067
Si -0.081 -0.561 1.536 0.0959
C -1.347 0.670 2.118 -0.0005
C -0.762 -2.262 1.853 0.0091
H 5.025 -0.740 0.437 0.0037
H 4.472 -0.502 -1.245 -0.0040
H 3.903 -1.905 -0.322 0.0035
H 4.361 2.046 0.734 0.0026
H 2.704 2.696 0.664 0.0032
H 3.549 2.231 -0.842 -0.0037
H 4.683 0.369 2.723 0.0006
H 4.374 0.097 5.154 -0.0003
H 2.130 -0.450 6.064 0.0001
H 0.213 -0.733 4.539 0.0004
H -1.446 0.618 3.211 0.0030
H -2.327 0.471 1.658 -0.0037
H -1.042 1.683 1.834 0.0008
H -0.873 -2.417 2.933 0.0028
H -0.079 -3.023 1.453 -0.0006
H -1.738 -2.391 1.365 -0.0043
C -4.592 0.055 -2.255 0.0109
C -4.018 -0.859 -1.167 0.0213
C -4.698 -0.551 0.177 0.0072
C -4.259 -2.327 -1.541 0.0091
C -2.570 -0.628 -1.036 0.0565
C -1.369 -0.432 -0.936 0.1909
H -5.667 -0.124 -2.368 0.0002
H -4.103 -0.137 -3.214 -0.0007
H -4.438 1.107 -1.995 -0.0011
H -5.779 -0.716 0.105 0.0004
H -4.519 0.488 0.467 -0.0012
H -4.296 -1.195 0.962 -0.0009
H -5.332 -2.516 -1.652 0.0011
H -3.863 -2.988 -0.769 -0.0015
H -3.760 -2.572 -2.481 -0.0019
C -0.887 2.973 -2.802 -0.0055
S -0.491 3.485 -1.136 0.0169
C 1.085 4.217 -1.538 -0.0006
O -0.173 2.239 -0.368 -0.0063
H -0.979 3.863 -3.429 0.0001
H -1.835 2.436 -2.749 0.0013
H -0.103 2.300 -3.148 0.0053
H 0.954 4.977 -2.314 0.0009
H 1.737 3.403 -1.873 -0.0002
H 1.474 4.668 -0.624 0.0003
Cl -0.287 -2.285 -3.606 0.0916
C 1.325 -2.782 -3.396 0.7075
Cl 2.119 -3.378 -4.785 0.0819
Cl 1.782 0.607 -2.666 0.1600
C 1.924 -2.987 -2.033 0.0137
O 2.920 -3.695 -1.973 0.1337
O 1.333 -2.425 -1.022 0.1502
```

Summary:
multiplicity = 5
charge = -1
⟨S²⟩ = 6.02
gap between HOMO and LUMO (alpha / beta) = 6.74 / 7.09 eV
E_HOMO (alpha / beta) = -0.1651 / -0.2092 Eh
max |F| = 1.2 eV Å⁻¹
E_LUMO (alpha / beta) = 2.2 / 1.4 eV